Density functional theory data (the ωB97M-V functional and the def2-TZVPD basis) for a single C10H18BNO molecule at a distorted geometry.

XYZ file:
```
31
Properties=species:S:1:pos:R:3:forces:R:3:mulliken_charge:R:1
B -0.36385 -0.13724 0.18430 -0.6 0.3 0.0 0.45
C 2.21014 0.92358 -0.17142 -2.0 0.3 1.1 -1.27
C 1.31507 1.05392 -1.25383 -0.6 -1.4 0.0 0.11
C 1.77207 0.44699 1.05935 3.9 0.1 -1.1 0.16
C 0.05465 0.47166 -1.13817 0.9 0.6 -0.7 0.06
C -0.78373 1.78329 -3.13113 0.5 0.9 2.0 -1.71
C -0.39312 -0.62727 -3.37023 -0.9 -3.7 2.4 -1.34
C -0.05844 -2.16579 2.78466 3.3 0.0 -2.2 -1.36
C -0.66893 0.21266 3.48248 -0.6 -2.5 1.7 -1.31
C -0.81432 0.44310 -2.36218 -2.5 0.0 0.1 0.77
C 0.36877 -0.68310 2.80927 0.1 0.3 -2.6 0.44
N 0.60604 -0.08136 1.23834 -2.4 -2.1 3.7 0.01
O -1.60953 -0.65048 0.54222 -1.0 -0.4 -0.9 -0.69
H 3.07609 1.47590 -0.16266 2.3 0.7 -0.2 0.38
H 1.69028 1.45767 -2.22320 -0.4 -0.2 1.0 0.21
H 2.55069 0.26167 1.84381 -0.8 0.7 -0.5 0.15
H 0.19657 1.84883 -3.61890 -0.2 0.2 0.0 0.41
H -0.85094 2.61086 -2.35521 0.0 -0.7 -1.2 0.33
H -1.54281 1.92219 -3.88124 -0.4 -0.2 -0.2 0.44
H -0.39869 -0.18571 -4.31474 0.9 0.2 -1.7 0.43
H -1.09955 -1.54840 -3.45216 0.6 1.7 0.2 0.24
H 0.49879 -1.17638 -2.94159 -0.3 1.1 -1.3 0.34
H 0.37139 -2.54694 3.67030 -0.5 -0.6 1.7 0.53
H -1.08152 -2.39870 2.57602 -0.4 0.0 0.1 0.28
H 0.67234 -2.76374 2.08012 -1.7 1.3 0.6 0.28
H -1.58922 0.14410 2.92435 -0.2 0.1 -0.4 0.26
H -0.36400 1.20473 3.57436 0.6 1.7 0.1 0.40
H -0.96850 -0.17143 4.54541 0.9 0.5 -1.7 0.34
H -1.90714 0.22129 -1.99362 1.7 0.6 -0.8 0.07
H 1.41922 -0.64064 3.21408 -1.2 0.2 -0.3 0.31
H -2.30781 -0.70526 -0.15880 1.3 0.2 0.9 0.29
```
Forces are in eV/Å.

## Properties
**Energy relative to the best compared isomer or geometry (same formula, charge and spin)**: 0.6083 eV
**Gap between HOMO and LUMO**: 8.20 eV
**M**: 179.07 g mol⁻¹
**Electronic energy**: -546.703956 hartree